[1]
C26H42N2O5PtSSb | ωB97M-V with the def2-TZVPD basis set

Output
Charge   +3
Energy relative to the best compared isomer or geometry (same formula, charge and spin)   0.00 kcal per mole
Spin multiplicity   5
Maximum force   0.748 eV/A

```
78
C26H42N2O5PtSSb, DFT ωB97M-V with the def2-TZVPD basis set
Pt -0.408 -0.166 -1.190
C 0.705 3.118 -2.886
C 1.495 2.374 -1.875
N 1.117 1.298 -1.199
C 2.166 0.916 -0.383
C 3.202 1.781 -0.574
N 2.754 2.680 -1.503
C 4.607 1.930 -0.073
O 5.038 1.006 0.776
O 5.261 2.841 -0.483
C 2.031 -0.291 0.458
O 2.994 -0.708 1.096
O 0.870 -0.849 0.451
H -0.100 2.491 -3.263
H 1.331 3.424 -3.723
H 0.272 4.019 -2.449
H 3.325 3.462 -1.814
H 4.303 0.388 1.030
C -0.463 2.369 2.122
C -1.258 1.315 2.816
C -0.522 0.126 3.320
C -2.468 1.738 3.562
Sb -2.293 0.295 0.556
C -3.542 1.917 -0.346
C -4.222 2.778 0.702
C -2.585 2.714 -1.210
C -4.539 1.128 -1.184
C -3.212 -1.669 1.231
C -3.932 -1.474 2.547
C -4.143 -1.997 0.077
C -2.024 -2.606 1.310
H 0.076 2.903 2.920
H -1.083 3.109 1.618
H 0.288 1.962 1.445
H 0.175 0.519 4.077
H 0.099 -0.356 2.563
H -1.164 -0.595 3.819
H -2.080 2.156 4.507
H -3.115 0.912 3.843
H -3.031 2.529 3.081
H -3.511 3.376 1.269
H -4.847 2.202 1.384
H -4.880 3.485 0.188
H -1.856 3.277 -0.625
H -3.176 3.435 -1.785
H -2.057 2.087 -1.933
H -5.271 0.603 -0.577
H -4.063 0.428 -1.875
H -5.092 1.845 -1.800
H -4.731 -0.735 2.485
H -3.258 -1.226 3.363
H -4.402 -2.429 2.808
H -5.016 -1.354 0.041
H -4.504 -3.018 0.248
H -3.644 -2.004 -0.895
H -1.340 -2.353 2.118
H -1.466 -2.651 0.372
H -2.411 -3.611 1.505
C 5.290 -3.404 1.021
C 4.506 -2.895 -0.099
C 3.163 -3.382 -0.324
C 2.402 -2.877 -1.334
C 2.960 -1.891 -2.167
C 4.278 -1.396 -1.990
C 5.040 -1.891 -0.978
S 1.951 -1.161 -3.459
C 2.045 -2.501 -4.633
O 0.525 -1.191 -2.940
H 5.065 -4.449 1.238
H 4.973 -2.838 1.916
H 6.359 -3.244 0.901
H 2.777 -4.149 0.333
H 1.385 -3.209 -1.491
H 4.662 -0.627 -2.647
H 6.045 -1.528 -0.809
H 1.693 -3.417 -4.165
H 3.077 -2.587 -4.972
H 1.404 -2.207 -5.463
```

***

[2]
C2HNO2 | ωB97M-V with the def2-TZVPD basis set

Output
Energy relative to the best compared isomer or geometry (same formula, charge and spin)   210.26 kcal per mole
Maximum force   3.548 eV/A

```
6
C2HNO2, DFT ωB97M-V with the def2-TZVPD basis set
C -0.169 -0.963 0.011
C -0.174 0.406 0.019
N -0.172 -2.133 0.109
O -0.706 1.403 -0.659
O -0.873 1.296 0.756
H 2.095 -0.009 -0.237
```

***

Question: Which value of maximum force does entry 2 give?
Answer: 3.548 eV/A